No. 1
6 unconnected molecules or ions with the total composition C21H51NO17S5. Source: the Open Molecules 2025 dataset; level of theory: ωB97M-V/def2-TZVPD.

Positions of all 95 atoms, in Å:
H 2.202 0.084 4.186
N 1.465 -0.182 3.534
C 0.347 0.267 3.961
C -0.949 0.036 3.174
C -0.704 0.689 1.769
C -1.584 1.959 1.597
C -0.957 3.036 2.549
O -0.857 -0.275 0.698
C 0.212 -0.118 -0.151
O 1.115 -0.881 -0.183
H 0.377 0.832 4.905
H -1.162 -1.029 3.052
H -1.770 0.576 3.660
H 0.333 1.059 1.729
H -1.455 2.298 0.560
H -2.632 1.793 1.870
H -1.121 2.722 3.590
H -1.427 4.012 2.337
H 0.130 3.078 2.380
H 0.194 0.783 -0.790
C -0.706 8.442 -1.180
C 0.262 7.664 -0.309
O 0.170 8.044 1.073
S -1.054 7.465 1.933
C -0.425 7.893 3.524
O -1.072 6.036 1.805
O -2.223 8.249 1.668
H -1.739 8.173 -0.959
H -0.520 8.235 -2.235
H -0.606 9.514 -1.005
H 0.115 6.587 -0.418
H 1.284 7.882 -0.615
H 0.491 7.334 3.703
H -1.181 7.623 4.258
H -0.242 8.964 3.551
C 3.870 5.294 2.439
C 4.834 4.471 3.273
O 4.743 4.788 4.673
S 3.516 4.176 5.501
C 4.139 4.534 7.112
O 3.487 2.754 5.311
O 2.353 4.982 5.270
H 2.835 5.020 2.647
H 4.056 5.135 1.376
H 3.976 6.356 2.664
H 4.681 3.402 3.115
H 5.858 4.698 2.978
H 5.051 3.964 7.270
H 3.379 4.237 7.831
H 4.328 5.602 7.185
C 0.158 -2.927 -1.796
C 0.341 -3.906 -2.939
O -0.915 -4.311 -3.519
S -1.642 -3.299 -4.521
C -2.812 -4.447 -5.176
O -0.718 -2.927 -5.555
O -2.349 -2.314 -3.759
H -0.222 -1.974 -2.158
H 1.101 -2.747 -1.296
H -0.563 -3.312 -1.073
H 0.998 -3.497 -3.710
H 0.810 -4.817 -2.567
H -2.278 -5.228 -5.711
H -3.466 -3.905 -5.856
H -3.391 -4.864 -4.356
C -0.924 -3.225 -9.067
C -1.522 -4.564 -8.685
O -2.016 -5.277 -9.832
S -0.954 -6.029 -10.768
C -2.115 -6.999 -11.675
O -0.151 -6.892 -9.952
O -0.356 -5.075 -11.653
H -0.008 -3.354 -9.643
H -0.685 -2.648 -8.173
H -1.619 -2.656 -9.686
H -0.803 -5.174 -8.132
H -2.378 -4.400 -8.032
H -2.607 -7.688 -10.993
H -1.561 -7.549 -12.433
H -2.835 -6.335 -12.147
C -1.974 -6.513 6.244
C -0.854 -5.540 6.560
O -0.052 -5.249 5.406
S -0.633 -4.213 4.326
C 0.868 -3.949 3.438
O -0.995 -3.000 5.002
O -1.559 -4.901 3.477
H -2.715 -6.060 5.584
H -2.480 -6.823 7.160
H -1.585 -7.396 5.736
H -1.242 -4.617 6.996
H -0.181 -5.985 7.292
H 1.588 -3.473 4.098
H 0.642 -3.296 2.596
H 1.237 -4.907 3.082

**SMILES**: [H]/N=C/C[C@H](CC)OC=O.CCOS(C)(=O)=O.CCOS(C)(=O)=O.CCOS(C)(=O)=O.CCOS(C)(=O)=O.CCOS(C)(=O)=O
**LUMO energy**: 0.309 eV
**HOMO-LUMO gap**: 10.0 eV
**Total charge**: 0

=====

No. 2
A molecular structure, C21H52AsF6O27S8. Source: the Open Molecules 2025 dataset; level of theory: ωB97M-V/def2-TZVPD.

Positions of all 115 atoms, in Å:
As 0.394 0.870 -0.556
F 1.277 1.979 0.451
F -0.439 0.213 0.812
F -0.454 -0.249 -1.576
F 1.143 1.601 -1.945
F 1.714 -0.224 -0.349
F -0.892 2.009 -0.774
O -2.744 4.031 -4.060
S -1.558 4.543 -4.660
O -1.276 4.320 -6.039
O -1.618 6.114 -4.372
C -0.851 6.987 -5.228
C -0.292 8.130 -4.407
C -0.150 4.104 -3.687
H -1.531 7.377 -5.986
H -0.030 6.443 -5.691
H -1.043 8.709 -3.870
H 0.275 8.770 -5.082
H 0.366 7.732 -3.630
H 0.680 4.728 -4.014
H 0.028 3.054 -3.908
H -0.394 4.299 -2.648
O -3.103 -0.909 1.902
S -3.010 0.355 2.541
O -2.953 1.558 1.780
O -4.273 0.436 3.504
C -4.513 1.681 4.186
C -5.940 1.688 4.688
C -1.660 0.306 3.682
H -4.271 2.550 3.579
H -3.838 1.713 5.049
H -6.634 1.249 3.973
H -6.283 2.716 4.831
H -6.035 1.214 5.663
H -1.743 1.141 4.369
H -0.753 0.338 3.083
H -1.671 -0.670 4.160
O 4.209 -1.807 -1.769
S 3.514 -2.661 -2.686
O 4.167 -3.146 -3.841
O 3.025 -3.951 -1.906
C 2.553 -3.776 -0.560
C 2.878 -4.999 0.270
C 1.978 -1.917 -3.152
H 1.463 -3.702 -0.657
H 2.902 -2.862 -0.083
H 2.199 -5.103 1.118
H 3.912 -4.996 0.611
H 2.686 -5.905 -0.311
H 1.157 -2.612 -2.985
H 1.980 -1.678 -4.212
H 1.838 -1.021 -2.557
O 0.152 -2.283 4.537
S 0.475 -3.225 3.506
O 1.757 -3.847 3.486
O -0.574 -4.402 3.519
C -1.981 -4.083 3.457
C -2.722 -5.060 4.339
C 0.197 -2.479 1.930
H -2.360 -4.095 2.430
H -2.100 -3.031 3.734
H -2.709 -6.035 3.847
H -3.758 -4.765 4.478
H -2.161 -5.172 5.265
H 0.814 -1.588 1.879
H -0.850 -2.169 1.988
H 0.304 -3.240 1.165
O 6.861 -3.081 2.772
S 6.170 -2.376 3.798
O 6.867 -1.901 4.941
O 5.457 -1.119 3.163
C 5.101 -1.185 1.760
C 4.207 -0.006 1.473
C 4.771 -3.276 4.326
H 4.626 -2.137 1.518
H 6.009 -1.105 1.167
H 4.696 0.895 1.853
H 3.208 -0.009 1.906
H 4.106 0.096 0.392
H 4.354 -3.858 3.511
H 4.065 -2.590 4.781
H 5.110 -3.989 5.079
C -1.978 -3.170 -0.954
C -3.284 -3.085 -1.764
O -3.315 -4.307 -2.495
S -1.845 -4.734 -2.927
O -1.505 -4.236 -4.207
O -1.714 -6.113 -2.642
O -1.091 -3.849 -1.844
H -2.080 -3.672 0.007
H -1.639 -2.145 -0.818
H -3.236 -2.191 -2.388
H -4.170 -3.042 -1.138
C -3.456 0.849 -2.198
C -3.970 2.021 -1.396
O -5.239 1.537 -0.902
S -5.936 0.664 -2.029
O -6.799 1.459 -2.824
O -6.407 -0.530 -1.422
O -4.618 0.355 -2.887
H -2.938 0.093 -1.614
H -2.809 1.244 -2.979
H -4.059 2.939 -1.977
H -3.337 2.238 -0.540
C 2.597 4.288 -0.505
C 3.605 3.257 -1.059
O 4.792 4.018 -1.338
S 4.367 5.445 -1.873
O 4.040 5.370 -3.252
O 5.300 6.405 -1.416
O 3.032 5.560 -1.031
H 2.538 4.288 0.578
H 1.632 4.070 -0.953
H 3.197 2.805 -1.959
H 3.849 2.515 -0.308

**LUMO energy**: 1.648 eV
**HOMO-LUMO gap**: 10.9 eV
**Total charge**: -1

=====

No. 3
A molecular structure, C21H53AsBO5ScSi3. Source: the Open Molecules 2025 dataset; level of theory: ωB97M-V/def2-TZVPD.

Positions of all 85 atoms, in Å:
Sc 0.507 -0.285 -0.415
C -1.184 -1.845 -2.761
O -1.196 -1.015 -1.580
C -2.521 -0.722 -1.094
C -2.389 -0.406 0.381
O -1.284 0.499 0.594
C -1.559 1.916 0.591
C -1.379 2.456 -0.803
O -0.128 1.942 -1.278
C 0.292 2.629 -2.468
H -1.712 -2.773 -2.551
H -0.146 -2.063 -2.996
H -1.657 -1.311 -3.585
H -3.157 -1.600 -1.225
H -2.938 0.098 -1.678
H -2.136 -1.301 0.947
H -3.305 0.024 0.785
H -0.829 2.355 1.269
H -2.558 2.100 0.986
H -1.349 3.548 -0.775
H -2.180 2.156 -1.483
H 0.223 3.706 -2.318
H -0.333 2.332 -3.312
H 1.325 2.356 -2.645
C -0.509 -4.726 -0.569
C 0.866 -4.267 -0.114
C 1.943 -4.989 -0.887
O 0.919 -2.793 -0.425
B 0.600 -2.163 0.780
O 0.521 -2.979 1.847
C 1.046 -4.289 1.433
C 0.250 -5.371 2.135
C 2.498 -4.327 1.877
H -0.609 -4.555 -1.640
H -1.304 -4.197 -0.040
H -0.639 -5.793 -0.394
H 1.737 -4.949 -1.956
H 1.955 -6.041 -0.593
H 2.933 -4.583 -0.703
H -0.820 -5.268 1.972
H 0.438 -5.317 3.206
H 0.563 -6.360 1.793
H 3.082 -3.533 1.409
H 2.963 -5.286 1.646
H 2.535 -4.184 2.956
C 6.544 0.007 -0.169
Si 4.949 -0.800 0.359
C 4.597 -0.717 2.187
C 4.953 -2.589 -0.151
As 3.126 0.367 -0.734
Si 3.166 2.401 0.540
C 2.160 1.890 2.038
C 2.347 3.876 -0.251
C 4.908 2.895 0.957
Si 3.642 0.277 -3.084
C 4.446 -1.383 -3.343
C 2.059 0.291 -4.103
C 4.749 1.699 -3.549
H 7.332 -0.749 -0.103
H 6.838 0.847 0.458
H 6.518 0.353 -1.204
H 5.347 -1.340 2.684
H 3.617 -1.142 2.419
H 4.657 0.277 2.628
H 5.498 -3.126 0.631
H 5.465 -2.772 -1.093
H 3.951 -3.010 -0.210
H 1.172 1.490 1.771
H 1.968 2.767 2.664
H 2.646 1.136 2.660
H 1.284 3.743 -0.439
H 2.839 4.223 -1.160
H 2.447 4.674 0.494
H 5.436 2.213 1.621
H 4.853 3.865 1.458
H 5.503 3.032 0.052
H 3.939 -2.184 -2.804
H 5.499 -1.382 -3.059
H 4.396 -1.615 -4.410
H 1.151 -0.035 -3.588
H 2.211 -0.398 -4.938
H 1.852 1.269 -4.535
H 5.795 1.490 -3.318
H 4.474 2.629 -3.048
H 4.680 1.873 -4.627

**LUMO energy**: -5.367 eV
**HOMO-LUMO gap**: 8.5 eV
**Total charge**: +2
**ΔE to the lowest compared entry with this formula, charge and spin**: 58.58 kJ/mol